8
Properties=species:S:1:pos:R:3:forces:R:3:mulliken_charge:R:1 method="wB97M-V/def2-TZVPD" e_above_lowest_kcal_mol=57.5 homo_lumo_gap_ev=8.47
C 2.043 -0.182 -0.455 -0.51 0.58 0.75 -0.460
C -1.342 -0.137 0.532 4.05 -0.54 -0.77 -0.166
N -1.804 0.481 -0.422 -2.25 0.82 -1.20 -0.469
P 0.830 -0.087 0.637 -1.64 0.10 2.92 -0.032
H 2.959 0.119 0.104 -0.52 -0.46 -0.80 0.233
H 2.018 -0.278 -1.498 0.31 -0.29 -1.32 0.303
H -1.869 -0.486 1.399 0.01 -0.43 0.71 0.347
H -2.836 0.570 -0.297 0.54 0.22 -0.30 0.244